Formula: C11H14BN7PbSe
Source: the OMol25 dataset
Level of theory: the ωB97M-V functional and the def2-TZVPD basis

Computed properties:
- Spin multiplicity: 1
- HOMO-LUMO gap (spin up / spin down): 5.8 / 4.4 eV
- Relative energy (zero: lowest compared OMol25 entry of this formula, charge and spin): 114.0 kcal per mole
- LUMO energy (spin up / spin down): -0.3272 / -0.3779 Ha
- DFT total energy: -93313.0721 eV
- Net charge: +2

Each line ends with the Mulliken charge.
CARTESIAN COORDINATES (ANGSTROEM)
H (3.04816, -0.27895, 0.07970)  0.4124
N (1.44520, 0.41235, -1.13144)  -0.1502
B (-0.00595, 1.26511, -2.98701)  0.1941
N (1.36059, 0.72017, -2.47888)  0.0153
C (2.55352, 0.50991, -3.07442)  -0.1563
Pb (-0.24975, 1.21460, 1.09174)  0.9684
H (2.67407, 0.69304, -4.13489)  0.4594
C (3.44964, 0.05836, -2.10908)  -0.9384
H (4.48520, -0.20689, -2.24012)  0.4098
C (2.70892, 0.01459, -0.90743)  -0.1906
H (0.10631, 1.55302, -4.14693)  -0.0491
C (-2.41054, 0.96587, 1.45292)  -0.9066
H (-1.70490, 0.73262, 2.28270)  0.3872
H (-3.19983, 0.22112, 1.30291)  0.3672
H (-2.70437, 2.01918, 1.56355)  0.2854
N (-0.43013, 2.50267, -2.07917)  -0.0893
N (-1.11757, 0.20714, -2.77297)  0.1582
N (-0.69342, 2.44279, -0.69293)  -0.0481
N (-1.50603, -0.14312, -1.49184)  0.0106
C (-0.52104, 3.77993, -2.49734)  -0.0101
C (-1.84748, -0.46509, -3.68204)  0.0505
H (-0.33202, 4.01229, -3.54011)  0.4591
H (-1.65953, -0.30027, -4.73487)  0.4737
C (-0.86044, 4.59464, -1.40865)  -1.1484
C (-2.73027, -1.28965, -3.00402)  -0.8330
C (-0.97008, 3.72959, -0.29894)  0.0860
C (-2.47969, -1.05484, -1.63134)  -0.1548
H (-1.00702, 5.65902, -1.42811)  0.4176
H (-3.44452, -1.96947, -3.43649)  0.4454
H (-1.17450, 4.00880, 0.72896)  0.4266
H (-2.95946, -1.52133, -0.77853)  0.4548
H (1.20016, 1.73994, 1.88741)  0.1869
Se (1.33001, -3.59302, 3.63197)  0.2681
C (0.72242, -2.18218, 2.75551)  0.2489
N (0.31418, -1.25110, 2.15488)  -0.5109

=====

Formula: C60H129N6O6
Source: the OMol25 dataset
Level of theory: the ωB97M-V functional and the def2-TZVPD basis

Computed properties:
- Spin multiplicity: 1
- HOMO-LUMO gap: 8.8 eV
- Relative energy (zero: lowest compared OMol25 entry of this formula, charge and spin): 0.0 kcal per mole
- LUMO energy: -0.1630 Ha
- DFT total energy: -85515.8589 eV
- Net charge: +3

Each line ends with the Mulliken charge.
CARTESIAN COORDINATES (ANGSTROEM)
C (2.05435, 6.68640, -6.57871)  -1.5344
C (1.25902, 6.56696, -5.28764)  -0.1919
C (2.13908, 6.06094, -4.12943)  -0.6402
N (1.48166, 4.98285, -3.29053)  0.6586
C (2.25503, 4.69597, -2.02911)  -0.3343
C (3.59651, 4.11976, -2.30365)  -1.1387
C (3.47278, 2.73457, -2.98502)  -0.1652
C (2.72664, 2.96608, -4.28252)  -1.2107
C (1.38815, 3.64180, -4.07681)  0.3943
C (0.09199, 5.49317, -3.01324)  -0.8089
H (2.77504, 7.50638, -6.48216)  0.3729
H (1.47909, 6.90670, -7.48673)  0.4137
H (2.57286, 5.77410, -6.87193)  0.3521
H (0.54354, 5.73424, -5.47245)  0.1641
H (0.74218, 7.51773, -5.06895)  0.3848
H (2.39252, 6.87040, -3.40885)  0.4040
H (3.03914, 5.73965, -4.67440)  0.4811
H (2.35024, 5.69032, -1.51628)  0.4013
H (1.62574, 3.97765, -1.52431)  0.1823
H (4.24731, 4.82466, -2.86688)  0.3846
H (4.03421, 3.96457, -1.32624)  0.6187
H (4.45401, 2.29735, -3.11068)  0.5316
H (2.87124, 2.09273, -2.30228)  -0.2057
H (3.34686, 3.51609, -4.97349)  0.3667
H (2.40336, 2.04342, -4.79447)  0.5340
H (0.92387, 3.82339, -5.03084)  0.6672
H (0.70274, 2.97664, -3.51035)  -0.3874
H (-0.47922, 5.48162, -3.93084)  0.5171
H (0.13324, 6.55498, -2.64112)  0.4012
H (-0.36357, 4.83208, -2.26102)  -0.2745
C (4.30310, -1.44762, 0.15840)  -1.1169
C (4.75227, -0.70217, 1.41896)  0.4878
C (5.18720, -1.58516, 2.61245)  -0.1201
N (5.18936, -0.86038, 4.04026)  0.2840
C (5.42387, -2.03534, 5.04302)  -0.4699
C (5.50268, -1.56217, 6.46536)  -0.7834
C (6.63568, -0.44991, 6.57779)  -0.7579
C (6.44415, 0.64789, 5.63054)  -0.6038
C (6.36495, 0.11521, 4.20103)  -0.5798
C (3.74365, -0.37252, 4.24233)  -1.3189
H (3.50372, -2.12874, 0.43293)  0.1661
H (5.08925, -2.11473, -0.19963)  0.4598
H (4.06734, -0.67739, -0.63050)  0.1832
H (3.83657, -0.19008, 1.81727)  -0.4460
H (5.55975, -0.00636, 1.26135)  0.4469
H (6.12972, -2.09027, 2.40358)  0.5879
H (4.37135, -2.33333, 2.75210)  -0.2167
H (6.26654, -2.62956, 4.78761)  0.4780
H (4.60414, -2.68057, 4.81123)  0.2208
H (5.65505, -2.40006, 7.09396)  0.5123
H (4.62069, -1.17684, 6.90816)  0.3203
H (7.56656, -0.93066, 6.43688)  0.3246
H (6.62733, -0.03189, 7.57783)  0.4005
H (7.28887, 1.31618, 5.59857)  0.4257
H (5.57403, 1.25681, 5.85168)  0.2864
H (7.24814, -0.44197, 3.96021)  0.3754
H (6.29752, 0.95355, 3.50595)  0.4221
H (3.10809, -1.17964, 3.91192)  0.2803
H (3.56364, 0.48216, 3.58310)  0.5076
H (3.55106, -0.03031, 5.26774)  0.4988
C (-0.07679, -5.87657, -1.46597)  -1.4689
C (0.66279, -5.86217, -0.11739)  0.9702
C (0.87829, -7.27701, 0.34265)  -1.0488
N (1.43986, -7.55219, 1.72961)  0.4235
C (1.83405, -9.03395, 1.81679)  -0.5309
C (2.34839, -9.43689, 3.19673)  -0.6607
C (3.54092, -8.60139, 3.60127)  -0.9408
C (3.31547, -7.11186, 3.36393)  -0.5279
C (2.69907, -6.77996, 2.01336)  -0.5293
C (0.41243, -7.25395, 2.73147)  -0.5676
H (-0.46919, -4.87384, -1.63536)  0.3628
H (-0.91214, -6.54134, -1.42567)  0.4090
H (0.61816, -6.14075, -2.28778)  0.3537
H (0.19670, -5.30070, 0.68844)  -0.3642
H (1.61888, -5.35195, -0.27388)  0.2188
H (1.56209, -7.84024, -0.33906)  0.3120
H (-0.12412, -7.77260, 0.25827)  0.3686
H (2.68385, -9.25056, 1.14968)  0.3804
H (0.89676, -9.57980, 1.59768)  0.4352
H (2.76784, -10.40391, 3.14656)  0.4485
H (1.54544, -9.34196, 3.94317)  0.3041
H (4.44885, -8.88861, 3.08023)  0.3865
H (3.88334, -8.70583, 4.66340)  0.3730
H (4.30082, -6.64532, 3.45807)  0.5179
H (2.64723, -6.72000, 4.13792)  0.1064
H (3.34906, -7.05182, 1.20361)  0.4825
H (2.38205, -5.71165, 2.00819)  0.2358
H (-0.51549, -7.86409, 2.52059)  0.3021
H (0.30313, -6.14034, 2.69388)  -0.2099
H (0.71160, -7.52008, 3.72044)  0.5630
C (-0.36690, -2.15656, -6.73658)  -1.5407
C (-1.36774, -1.41487, -5.85580)  0.8156
C (-2.65673, -1.32680, -6.63006)  -1.3157
N (-3.65845, -0.38548, -6.02611)  0.4181
C (-3.98016, -0.88697, -4.58802)  0.0954
C (-5.22526, -0.20173, -4.06743)  -0.1687
C (-6.41222, -0.36990, -4.93358)  -0.8943
C (-6.13299, 0.13748, -6.32767)  -0.8819
C (-4.89007, -0.52167, -6.91064)  -0.5666
C (-3.16369, 1.02344, -5.95254)  -1.0415
H (-0.05343, -1.56851, -7.62500)  0.3749
H (-0.77850, -3.09509, -7.14418)  0.3488
H (0.56147, -2.42515, -6.25753)  0.4167
H (-1.06813, -0.38169, -5.63463)  -0.0705
H (-1.54835, -1.88383, -4.86942)  0.1588
H (-3.09860, -2.31505, -6.66639)  0.4307
H (-2.39565, -1.05535, -7.63196)  0.4830
H (-3.97252, -2.04078, -4.66464)  0.2248
H (-3.13060, -0.53228, -3.99763)  -0.2020
H (-5.34305, -0.69627, -3.11314)  0.3556
H (-5.02645, 0.84827, -3.84381)  0.0251
H (-6.69353, -1.43428, -4.99246)  0.3325
H (-7.27162, 0.16096, -4.59087)  0.3927
H (-6.96562, -0.13480, -6.93617)  0.4574
H (-6.22693, 1.22481, -6.35147)  0.3666
H (-5.13239, -1.53940, -7.01766)  0.4684
H (-4.56203, -0.14603, -7.88573)  0.4772
H (-2.55739, 1.17659, -5.05481)  0.3668
H (-4.05598, 1.66858, -5.85694)  0.3320
H (-2.59303, 1.27521, -6.88430)  0.2264
C (-4.86052, 0.97701, 0.33330)  -0.9201
C (-3.59233, 0.09674, 0.44277)  0.1004
C (-3.21842, -0.06076, 1.93190)  -1.1368
N (-2.33567, -1.35673, 2.10629)  0.9463
C (-3.10182, -2.63596, 2.44939)  -0.0198
C (-3.89440, -2.46400, 3.73509)  -0.9319
C (-2.90548, -2.19443, 4.87636)  -0.4028
C (-2.14510, -0.93558, 4.59428)  -0.5653
C (-1.41867, -1.01953, 3.30529)  0.6377
C (-1.49884, -1.68003, 0.91010)  -0.3926
H (-5.16895, 1.02420, -0.72892)  0.0669
H (-4.63865, 1.95965, 0.75199)  0.0028
H (-5.65069, 0.50417, 0.97855)  0.4818
H (-2.84700, 0.59632, -0.15639)  -0.3307
H (-3.82271, -0.85499, -0.11441)  0.3217
H (-4.07149, -0.28447, 2.51827)  0.3957
H (-2.62750, 0.76715, 2.21975)  0.7977
H (-3.75689, -2.74919, 1.51258)  0.3363
H (-2.27708, -3.39001, 2.48204)  0.0560
H (-4.67873, -1.73701, 3.57808)  0.3563
H (-4.35696, -3.42029, 3.91271)  0.4758
H (-3.48126, -2.12804, 5.81013)  0.4309
H (-2.17571, -3.00433, 4.96200)  -0.0148
H (-2.89283, -0.09020, 4.60566)  0.3331
H (-1.52859, -0.67867, 5.49063)  0.4605
H (-0.85761, -0.14618, 3.07113)  -0.1156
H (-0.80730, -1.92095, 3.40076)  -0.5747
H (-0.90042, -0.80145, 0.67939)  -0.4294
H (-2.12523, -1.88847, -0.00886)  0.2905
H (-0.94522, -2.53042, 1.28771)  0.1388
C (-2.76285, 3.41754, -2.18791)  0.0457
C (-3.24174, 4.48772, -1.21585)  -0.4513
C (-2.71456, 4.23920, 0.13330)  0.4407
N (-3.01800, 5.22927, 1.24267)  0.7378
C (-2.07273, 4.78608, 2.35522)  -0.2525
C (-2.15960, 5.81587, 3.53425)  -0.8257
C (-1.60240, 7.13053, 3.04123)  -0.6281
C (-2.46037, 7.58601, 1.89110)  -0.7641
C (-2.71512, 6.67882, 0.76354)  -0.6186
C (-4.41495, 5.09409, 1.75366)  -0.9621
H (-1.70466, 3.33560, -2.35934)  -0.9111
H (-3.21956, 3.53453, -3.14900)  0.5523
H (-2.96518, 2.39311, -1.83739)  -0.1185
H (-4.31729, 4.39438, -1.16622)  0.5411
H (-2.98996, 5.45115, -1.60863)  0.4109
H (-1.61056, 4.00183, 0.21502)  -0.1164
H (-3.14801, 3.29844, 0.36178)  -0.8233
H (-1.05600, 4.83807, 1.97875)  0.3780
H (-2.28534, 3.73549, 2.62892)  0.0873
H (-1.47533, 5.47051, 4.30432)  0.3801
H (-3.16180, 5.97114, 3.90186)  0.3450
H (-0.54316, 6.99216, 2.68132)  0.2776
H (-1.67676, 7.88436, 3.80469)  0.4136
H (-1.97494, 8.37472, 1.36292)  0.3852
H (-3.39734, 7.99646, 2.34755)  0.3368
H (-1.89197, 6.64483, 0.09167)  0.4017
H (-3.59313, 7.00249, 0.18176)  0.3442
H (-4.57218, 4.10267, 2.16810)  0.2066
H (-5.04020, 5.25281, 0.87208)  0.3655
H (-4.63172, 5.86907, 2.43418)  0.5575
C (0.79231, -3.48952, 4.83637)  -1.2979
C (1.40435, -3.64015, 3.38192)  0.5199
O (2.56208, -3.24047, 3.26429)  -0.6725
O (0.69902, -4.08452, 2.41751)  -0.6969
H (1.54395, -3.62659, 5.61261)  0.4805
H (-0.08775, -4.10780, 4.90698)  0.3118
H (0.54936, -2.40338, 4.88865)  0.2411
C (0.09812, 0.16469, -1.72118)  -0.0182
C (-0.93504, 0.81026, -2.59020)  0.5540
O (-2.13572, 0.35879, -2.54639)  -0.2504
O (-0.62291, 1.71893, -3.35509)  -0.6990
H (-0.26440, -0.76617, -1.22504)  0.0768
H (0.28637, 0.82458, -0.89954)  -1.2555
H (0.97763, -0.03417, -2.27513)  0.7621
C (1.78010, 1.66256, 1.49670)  -1.0349
C (0.52076, 2.21871, 1.05331)  -0.0523
O (0.53628, 3.10369, 0.16888)  -0.5923
O (-0.54662, 1.68916, 1.51532)  -0.4168
H (1.79871, 1.62881, 2.54857)  0.5047
H (2.63470, 2.27200, 1.10019)  0.3720
H (1.88955, 0.61920, 1.19334)  0.0490

=====

Formula: C10H16NS
Source: the OMol25 dataset
Level of theory: the ωB97M-V functional and the def2-TZVPD basis

Computed properties:
- Spin multiplicity: 1
- HOMO-LUMO gap: 7.3 eV
- Relative energy (zero: lowest compared OMol25 entry of this formula, charge and spin): 109.4 kcal per mole
- LUMO energy: -0.1714 Ha
- DFT total energy: -22942.4755 eV
- Net charge: +1

Each line ends with the natural charge from an NBO analysis.
CARTESIAN COORDINATES (ANGSTROEM)
C (-0.48553, -5.09474, 0.21130)  -0.7032
C (-0.42098, -3.65217, 0.10367)  0.1544
C (-0.34774, -2.43641, 0.12890)  -0.1198
C (-0.06542, -1.08858, 0.22470)  -0.0601
C (-0.71634, -0.45265, 1.19284)  0.2046
C (-1.43414, 0.29841, 1.96741)  -0.5151
S (-0.91242, 0.28292, 3.63281)  0.4283
N (-0.49518, 2.16738, 4.12152)  -0.8471
C (0.76628, -0.46511, -0.87266)  -0.4017
C (0.62515, 1.08104, -1.02746)  -0.2243
C (-0.72174, 1.25596, -1.74808)  -0.6008
C (1.77265, 1.52332, -1.95487)  -0.5865
H (-1.37276, -5.35079, -0.53050)  0.2576
H (-0.80992, -5.52422, 1.16698)  0.2553
H (0.40731, -5.59300, -0.02750)  0.2527
H (-2.32662, 0.76649, 1.84862)  0.2343
H (-1.30910, 2.36910, 4.67443)  0.4380
H (0.44659, 2.17759, 4.52842)  0.4649
H (-0.79922, 2.72625, 3.36137)  0.4346
H (1.77926, -0.68765, -0.77038)  0.2379
H (0.41335, -1.00254, -1.83787)  0.2475
H (0.60442, 1.72884, -0.21213)  0.2005
H (-1.46912, 0.80952, -1.26255)  0.1950
H (-1.10476, 2.35038, -1.88257)  0.2123
H (-0.77411, 0.73769, -2.67313)  0.2106
H (1.82072, 2.57238, -1.88193)  0.2135
H (1.35172, 1.18489, -2.99725)  0.2107
H (2.67792, 1.12385, -1.65536)  0.2057